Model P:
The following is a DFT calculation (the ωB97M-V functional and the def2-TZVPD basis) of a structure of composition C3H3IN2O.

Last column: Mulliken charge in e.
Positions of all 10 atoms, in Å:
C -0.1408 0.7160 -0.4558  -0.233
C -0.5403 1.1134 0.7368  -0.261
C 0.9164 -0.8814 0.2188  0.107
N -0.1808 0.2430 1.8254  -0.225
N 0.5259 -0.7361 1.5603  -0.209
O 1.0568 -2.0813 -0.3076  -0.485
I 2.9139 0.2170 0.1409  0.022
H -0.0827 0.8163 -1.4933  0.422
H -1.0754 2.0013 0.9395  0.461
H 1.6646 -2.7439 0.0052  0.401

Computed properties:
Net charge   0
Molar mass   209.97 g/mol
Gap between HOMO and LUMO   8.418 eV

---

Model Q:
The following is a DFT calculation (the ωB97M-V functional and the def2-TZVPD basis) of an isolated molecule of C3H3IN2O.

Last column: Mulliken charge in e.
Positions of all 10 atoms, in Å:
H 0.0175 2.4478 -1.0474  0.247
N -0.0395 1.7382 -0.3411  -0.595
C -0.5404 0.6017 -0.4151  0.030
C -0.1244 -0.3970 0.5911  0.150
O 0.7888 -0.0760 1.4859  -0.451
I -1.7758 -1.3072 1.7890  0.101
C 0.5057 -1.6112 -0.6703  0.156
N 0.9600 -2.2924 -1.4837  -0.388
H -1.0074 0.1326 -1.2231  0.445
H 1.2157 0.7636 1.3148  0.305

Computed properties:
Net charge   0
Structure (SMILES)   [H]/N=C/[C@@](O)(I)C#N
Molar mass   209.97 g/mol
Gap between HOMO and LUMO   9.489 eV

---

Going by the energies, model Q is most stable and the next is 34.0 kcal/mol up.

---

Model P:
The following is a DFT calculation (the ωB97M-V functional and the def2-TZVPD basis) of a cluster of 2 separate species, C10H18N3 in total.

Last column: Mulliken charge in e.
Positions of all 31 atoms, in Å:
C -1.5694 -1.0609 0.1117  -1.070
C -2.0571 1.2244 0.6116  -0.556
C -0.2146 -0.7794 0.0968  -0.288
C -0.7087 1.5199 0.6019  -0.765
C -2.5100 -0.0680 0.3610  0.434
C 0.2193 0.5207 0.3279  0.846
C -4.5580 -0.0070 -1.0443  -1.063
C 3.9194 1.0307 -0.3026  -1.491
C -3.9767 -0.3648 0.3268  -0.943
C 2.5541 0.4643 -0.4643  0.839
N 2.3124 -0.3031 -1.5108  -0.311
N 1.5959 0.8740 0.3384  -0.030
N 3.2204 -1.5002 1.1024  -0.699
H -1.8991 -2.0740 -0.0625  0.378
H -2.7698 2.0063 0.8232  0.426
H 0.4960 -1.5800 -0.0419  0.448
H -0.3729 2.5264 0.8017  0.399
H -4.4089 1.0482 -1.2597  0.340
H -5.6235 -0.2160 -1.0622  0.357
H -4.0780 -0.5902 -1.8268  0.328
H 4.0858 1.3937 0.7063  0.361
H 4.6744 0.2861 -0.5360  0.443
H 4.0461 1.8650 -0.9937  0.390
H -4.1491 -1.4230 0.5261  0.363
H -4.4884 0.2183 1.0939  0.356
H 3.0639 -0.5882 -2.1158  0.240
H 1.3802 -0.6360 -1.7080  0.263
H 1.8486 1.5533 1.0458  0.276
H 2.4194 -1.9347 1.5490  0.237
H 3.8111 -1.1579 1.8530  0.245
H 3.7375 -2.2478 0.6512  0.245

Computed properties:
Net charge   +1
Molar mass   180.28 g/mol
Gap between HOMO and LUMO   9.533 eV

---

Model Q:
The following is a DFT calculation (the ωB97M-V functional and the def2-TZVPD basis) of a cluster of 2 separate species, C10H18N3 in total.

Last column: Mulliken charge in e.
Positions of all 31 atoms, in Å:
C -0.7029 0.6444 2.0199  -0.413
C 0.3801 0.8225 3.1161  -1.254
C -0.5163 1.4827 0.7864  0.249
C -1.2814 2.6429 0.6540  -0.396
C 0.3059 1.0869 -0.2623  0.050
C -1.3013 3.3457 -0.5361  -0.521
C 0.3037 1.8249 -1.4407  -0.601
C -0.5448 2.9066 -1.6095  -0.569
H -0.7611 -0.4353 1.8298  -0.184
H -1.6886 0.8175 2.4500  0.525
H 0.6605 -0.1368 3.5338  0.363
H -1.8732 3.0115 1.4778  0.389
H 1.0102 0.2936 -0.0313  0.513
H -1.8876 4.2363 -0.6811  0.392
H 0.9570 1.5088 -2.2428  0.377
H -0.4358 3.4717 -2.5266  0.370
H -0.0466 1.3837 3.9516  0.329
H 1.2585 1.3769 2.8120  0.353
C 2.1727 -2.3800 -1.4905  -1.042
C -0.2063 -2.4302 -0.8587  0.677
N 1.0628 -2.6870 -0.5725  -0.220
N -0.5204 -1.8324 -1.9953  -0.248
N -1.1432 -2.6318 0.0912  -0.492
H 1.3342 -2.6499 0.3990  0.264
H 0.2318 -1.6362 -2.6343  0.232
H -1.4557 -1.9472 -2.3540  0.268
H -0.9429 -3.3438 0.7754  0.246
H -1.7398 -1.8745 0.3853  0.252
H 3.0971 -2.5232 -0.9524  0.309
H 2.1528 -1.3167 -1.7446  0.401
H 2.1205 -3.0317 -2.3499  0.378

Computed properties:
Net charge   +1
Molar mass   180.28 g/mol
Gap between HOMO and LUMO   8.891 eV

---

Going by the energies, model P is most stable and the next is 20.9 kcal/mol up.

---

Model P:
The following is a DFT calculation (the ωB97M-V functional and the def2-TZVPD basis) of an isolated molecule of C20H19N3O3S.

Last column: Mulliken charge in e.
Positions of all 46 atoms, in Å:
C -0.7759 -1.7450 -2.0089  -1.760
C -2.1647 -1.2451 -1.6339  0.261
C -2.9344 -2.2253 -0.7205  -0.865
C -3.2855 -1.3989 0.4825  0.653
C -3.9963 -1.7339 1.6122  -0.648
C -4.1797 -0.7702 2.5977  -0.525
C -3.6522 0.4999 2.4434  -0.839
C -2.9277 0.8471 1.3105  -0.572
C -2.7547 -0.1154 0.3341  0.326
N -2.0626 -0.0021 -0.8600  0.328
S -1.7716 1.4668 -1.5895  1.411
O -1.3224 1.1852 -2.9210  -0.734
O -2.8903 2.3490 -1.4220  -0.713
C -0.4012 2.0979 -0.6184  -0.196
C -0.5283 3.3186 0.0171  -0.174
C 0.5320 3.8034 0.7678  -0.814
C 1.6949 3.0633 0.8666  -0.564
C 1.8181 1.8290 0.2239  0.216
C 3.1222 1.1265 0.3529  0.774
O 4.1241 1.7366 0.6971  -0.673
C 3.1739 -0.3040 0.0739  -0.146
N 2.1494 -1.1122 -0.1578  -0.406
C 2.6623 -2.3389 -0.3253  -0.708
C 4.0318 -2.2945 -0.1935  -0.223
N 4.3506 -1.0086 0.0633  0.161
C 5.6772 -0.5034 0.2730  -0.786
C 0.7527 1.3488 -0.5336  -0.305
H -0.3091 -1.0376 -2.6892  0.413
H -0.8540 -2.7086 -2.5074  0.512
H -0.1601 -1.8455 -1.1181  0.392
H -2.7262 -1.0306 -2.5503  0.335
H -2.2986 -3.0674 -0.4385  0.301
H -3.8248 -2.6237 -1.2088  0.341
H -4.4098 -2.7249 1.7280  0.440
H -4.7400 -1.0153 3.4873  0.383
H -3.8059 1.2387 3.2159  0.412
H -2.5292 1.8403 1.1873  0.314
H -1.4511 3.8673 -0.0926  0.571
H 0.4504 4.7555 1.2697  0.404
H 2.5347 3.4265 1.4409  0.447
H 2.0354 -3.1835 -0.5292  0.454
H 4.7708 -3.0667 -0.2638  0.404
H 5.8799 0.3208 -0.4116  0.300
H 6.3952 -1.3053 0.1073  0.304
H 5.7800 -0.1212 1.2897  0.298
H 0.8204 0.4066 -1.0484  0.498

Computed properties:
Net charge   0
Structure (SMILES)   C[C@H]1Cc2ccccc2N1S(=O)(=O)c1cccc(C(=O)c2nccn2C)c1
Molar mass   381.46 g/mol
Gap between HOMO and LUMO   7.711 eV

---

Model Q:
The following is a DFT calculation (the ωB97M-V functional and the def2-TZVPD basis) of an isolated molecule of C20H19N3O3S.

Last column: Mulliken charge in e.
Positions of all 46 atoms, in Å:
C -5.2556 -3.0093 -0.4124  -1.563
C -3.9718 -2.2882 -0.1486  1.257
C -2.7608 -2.9639 -0.2249  -1.083
C -1.5592 -2.3213 0.0062  -0.957
C -1.5543 -0.9687 0.3297  0.327
C -0.3221 -0.1893 0.6064  0.576
O -0.2814 0.7465 1.3738  -0.593
N 0.7731 -0.5857 -0.1290  -0.117
C 2.0362 -0.0223 0.0005  -0.838
C 3.2584 -0.6453 0.1776  0.807
C 4.1807 0.4176 0.3011  -0.062
N 3.5742 1.5839 0.2192  -1.257
N 2.2748 1.3187 0.0290  1.024
C 1.3692 2.3796 -0.1440  0.192
C 0.3541 2.3035 -1.0895  0.132
C -0.5176 3.3662 -1.2384  -0.800
C -0.3687 4.5068 -0.4675  -0.439
C 0.6636 4.5892 0.4520  -0.644
C 1.5349 3.5293 0.6167  -0.447
C 5.6049 0.0771 0.4383  -0.564
S 5.5790 -1.6912 -0.0965  1.128
O 6.3916 -2.5004 0.7682  -0.653
O 5.8354 -1.7697 -1.5066  -0.642
C 3.7794 -2.0212 0.1993  -0.601
C -2.7678 -0.2941 0.4301  -1.055
C -3.9739 -0.9294 0.1887  1.177
C -5.2594 -0.1702 0.2936  -1.582
H -5.9002 -2.9743 0.4652  0.331
H -5.0709 -4.0500 -0.6653  0.378
H -5.7950 -2.5415 -1.2352  0.328
H -2.7589 -4.0170 -0.4673  0.333
H -0.6421 -2.8929 -0.0308  0.502
H 0.7248 -1.4566 -0.6366  0.291
H 0.2456 1.4231 -1.7051  0.482
H -1.3135 3.3034 -1.9657  0.416
H -1.0549 5.3317 -0.5871  0.398
H 0.7861 5.4802 1.0491  0.369
H 2.3436 3.5713 1.3282  0.484
H 6.2578 0.6482 -0.2136  0.394
H 5.9664 0.0940 1.4630  0.333
H 3.4089 -2.6622 -0.5960  0.430
H 3.7038 -2.5155 1.1653  0.323
H -2.7443 0.7516 0.6999  0.423
H -5.0721 0.8636 0.5702  0.406
H -5.7934 -0.1863 -0.6560  0.328
H -5.9083 -0.6189 1.0448  0.330

Computed properties:
Net charge   0
Structure (SMILES)   Cc1ccc(C(=O)Nc2c3c(nn2-c2ccccc2)CS(=O)(=O)C3)cc1C
Molar mass   381.46 g/mol
Gap between HOMO and LUMO   9.165 eV

---

Going by the energies, model P is most stable and the next is 2.6 kcal/mol up.

---

Model P:
The following is a DFT calculation (the ωB97M-V functional and the def2-TZVPD basis) of a cluster of 2 separate species, C3H11N4 in total.

Last column: Mulliken charge in e.
Positions of all 18 atoms, in Å:
N -1.5298 0.6951 1.5224  -0.484
C -0.3611 1.3570 1.0698  0.431
N -0.3309 1.6531 -0.2829  -0.483
N 0.6383 1.6130 1.8361  -0.745
H -1.6350 0.8437 2.5232  0.249
H -2.3652 1.0190 1.0463  0.244
H -1.2593 1.8938 -0.6783  0.254
H 0.3648 2.3848 -0.4873  0.285
H 0.5634 1.0540 2.7140  0.225
C 1.2969 -1.0795 -1.9071  -0.617
C -0.2837 -1.5131 -0.0838  -0.056
N 0.7665 -1.8171 -0.7588  -0.039
H 1.1404 -1.6466 -2.8131  0.316
H 2.3637 -0.9061 -1.7229  0.310
H 0.7549 -0.1305 -1.9574  0.227
H -0.8360 -0.5450 -0.2357  0.193
H -0.5962 -2.2438 0.6524  0.370
H 1.3084 -2.6320 -0.4368  0.320

Computed properties:
Net charge   +1
Molar mass   103.15 g/mol
Gap between HOMO and LUMO   8.111 eV

---

Model Q:
The following is a DFT calculation (the ωB97M-V functional and the def2-TZVPD basis) of a cluster of 3 separate species, C3H11N4 in total.

Last column: Mulliken charge in e.
Positions of all 18 atoms, in Å:
C -1.4790 -2.0856 2.3069  -1.058
C -1.6271 -1.2010 1.0710  -0.193
C -0.8215 -1.5732 -0.2752  -0.270
N 1.5819 1.3554 -1.1983  0.022
N 1.0438 0.5437 -1.7493  -0.060
N -1.6324 -1.9428 -1.2671  -0.256
N 3.0428 3.4251 -1.0309  -0.509
H -0.5045 -2.0362 2.6615  0.328
H -2.1793 -1.8695 3.1224  0.312
H -1.6439 -3.2348 2.0497  0.252
H -2.7357 -1.0955 0.7631  0.299
H -1.2680 -0.1033 1.2748  0.157
H 2.3442 2.6169 -1.0423  0.421
H -1.3425 -1.9865 -2.2497  0.236
H -2.6392 -2.1697 -1.2048  0.220
H 3.9815 3.3380 -1.2351  0.339
H 2.7785 3.9910 -1.8109  0.381
H 3.1004 4.0279 -0.1860  0.379

Computed properties:
Net charge   +1
Molar mass   103.15 g/mol
Gap between HOMO and LUMO   6.730 eV

---

Going by the energies, model P is most stable and the next is 48.1 kcal/mol up.